{"formula": "C6H23B2CoNO2", "method": "wB97M-V/def2-TZVPD", "species": ["Co", "B", "H", "H", "H", "H", "B", "H", "H", "H", "H", "C", "O", "C", "C", "N", "C", "C", "O", "C", "H", "H", "H", "H", "H", "H", "H", "H", "H", "H", "H", "H", "H", "H", "H"], "xyz": [[0.74, 0.11, 0.07], [1.44, 1.15, 1.69], [0.45, 1.04, 2.10], [2.11, 1.73, 2.31], [1.93, 0.21, 1.50], [1.27, 1.71, 0.79], [1.20, -0.22, -2.07], [0.40, 0.31, -2.57], [1.76, -0.64, -2.90], [1.81, 0.39, -1.42], [0.90, -1.09, -1.51], [2.13, -2.71, 0.69], [0.94, -1.85, 0.58], [-0.29, -2.52, 0.94], [-1.43, -1.53, 0.90], [-1.30, -0.50, -0.08], [-2.11, 0.69, 0.41], [-1.94, 1.77, -0.62], [-0.58, 1.82, -0.96], [-0.26, 3.12, -1.45], [2.16, -3.44, -0.12], [2.10, -3.25, 1.64], [3.01, -2.07, 0.65], [-0.37, -2.91, 1.96], [-0.42, -3.32, 0.22], [-1.45, -1.11, 1.90], [-2.38, -2.05, 0.76], [-1.59, -0.86, -0.98], [-1.74, 1.01, 1.38], [-3.20, 0.58, 0.37], [-2.35, 2.62, -0.08], [-2.53, 1.57, -1.51], [-0.88, 3.36, -2.31], [0.80, 2.89, -1.54], [-0.36, 3.94, -0.74]], "lowdin_charge": [0.64, -0.36, -0.02, -0.01, -0.03, -0.04, -0.37, -0.03, -0.03, -0.02, -0.05, 0.00, -0.31, -0.16, -0.21, -0.06, -0.14, -0.23, -0.28, -0.05, 0.10, 0.09, 0.10, 0.13, 0.13, 0.13, 0.14, 0.15, 0.12, 0.13, 0.13, 0.14, 0.10, 0.10, 0.09], "multiplicity": 4, "relative_energy_ev": 0.000, "lumo_energy_ev": [0.45, 0.42], "e_tot_ha": -1879.835336, "e_homo_ha": [-0.3278, -0.3167], "homo_lumo_gap_ha": [0.34428, 0.33221]}

---

{"formula": "C26H59BrN14O30", "method": "wB97M-V/def2-TZVPD", "species": ["C", "C", "C", "C", "C", "O", "N", "O", "C", "C", "C", "Br", "O", "C", "O", "C", "C", "C", "C", "H", "H", "H", "H", "H", "H", "H", "H", "H", "H", "H", "H", "H", "H", "H", "H", "H", "H", "H", "H", "C", "N", "O", "O", "H", "H", "H", "C", "N", "O", "O", "H", "H", "H", "C", "N", "O", "O", "H", "H", "H", "C", "N", "O", "O", "H", "H", "H", "C", "N", "O", "O", "H", "H", "H", "C", "N", "O", "O", "H", "H", "H", "C", "N", "O", "O", "H", "H", "H", "C", "N", "O", "O", "H", "H", "H", "C", "N", "O", "O", "H", "H", "H", "C", "N", "O", "O", "H", "H", "H", "C", "N", "O", "O", "H", "H", "H", "C", "N", "O", "O", "H", "H", "H", "C", "N", "O", "O", "H", "H", "H"], "xyz": [[2.35, -0.20, 5.51], [2.86, -0.65, 4.28], [3.51, -1.12, 2.86], [2.48, -1.30, 1.60], [0.93, -1.66, 1.94], [-0.05, -1.18, 0.91], [-0.63, -2.22, 0.28], [-0.40, -2.00, -0.92], [3.22, -2.45, 0.64], [2.99, -3.99, 1.01], [2.88, -4.42, 2.58], [1.43, -4.89, 0.05], [2.52, -0.11, 0.75], [2.12, 1.14, 1.36], [2.77, 1.88, 2.27], [0.78, 1.89, 0.73], [-0.39, 2.27, 1.77], [-0.27, 1.75, 3.30], [-1.83, 1.65, 1.18], [2.02, 0.34, 6.52], [4.26, -0.25, 2.54], [4.21, -2.04, 3.07], [0.51, -1.21, 2.95], [0.69, -2.82, 2.02], [2.93, -2.28, -0.50], [4.38, -2.21, 0.72], [3.93, -4.59, 0.58], [3.97, -4.42, 3.06], [2.54, -5.56, 2.66], [2.23, -3.74, 3.26], [0.37, 1.22, -0.14], [1.15, 2.90, 0.21], [-0.55, 3.45, 1.72], [-1.11, 2.32, 3.93], [-0.61, 0.60, 3.37], [0.73, 1.97, 3.86], [-2.07, 0.64, 1.75], [-1.80, 1.44, 0.03], [-2.72, 2.38, 1.38], [1.06, -1.98, 8.60], [0.19, -2.65, 7.59], [0.47, -2.48, 6.40], [-0.75, -3.33, 8.03], [1.84, -1.42, 8.08], [0.42, -1.30, 9.18], [1.49, -2.75, 9.23], [3.98, 0.75, -1.93], [4.66, 1.07, -3.21], [5.69, 0.45, -3.48], [4.13, 1.93, -3.92], [4.55, -0.02, -1.41], [3.95, 1.67, -1.34], [2.97, 0.39, -2.16], [-5.69, 0.34, -0.22], [-5.55, 1.24, 0.96], [-5.33, 0.70, 2.06], [-5.66, 2.45, 0.75], [-5.57, -0.70, 0.11], [-6.68, 0.50, -0.64], [-4.90, 0.61, -0.93], [5.42, 4.03, 0.40], [6.78, 3.50, 0.12], [7.73, 4.04, 0.70], [6.86, 2.55, -0.67], [5.50, 4.86, 1.10], [5.00, 4.37, -0.55], [4.83, 3.21, 0.82], [0.19, -7.82, -2.99], [-0.88, -7.55, -1.99], [-0.95, -6.40, -1.54], [-1.61, -8.49, -1.68], [0.75, -6.90, -3.16], [0.83, -8.60, -2.57], [-0.30, -8.15, -3.91], [1.13, 4.49, 6.08], [0.66, 3.45, 7.03], [1.20, 3.41, 8.14], [-0.24, 2.69, 6.64], [1.91, 5.08, 6.56], [1.51, 3.98, 5.20], [0.27, 5.12, 5.83], [2.14, 2.58, -6.35], [0.73, 2.79, -6.77], [0.12, 3.74, -6.28], [0.27, 1.98, -7.59], [2.41, 3.36, -5.63], [2.21, 1.60, -5.89], [2.77, 2.65, -7.24], [-6.39, 3.52, -2.18], [-6.14, 2.76, -3.43], [-5.79, 1.58, -3.31], [-6.30, 3.37, -4.49], [-6.21, 2.86, -1.32], [-5.70, 4.37, -2.16], [-7.43, 3.85, -2.20], [-2.15, 0.23, -8.17], [-3.02, -0.44, -9.18], [-2.73, -0.27, -10.37], [-3.95, -1.12, -8.74], [-1.37, 0.79, -8.69], [-2.78, 0.90, -7.59], [-1.71, -0.55, -7.54], [-2.29, 3.04, -11.66], [-2.15, 3.94, -10.48], [-1.94, 3.41, -9.39], [-2.26, 5.15, -10.69], [-2.17, 2.01, -11.33], [-3.29, 3.20, -12.08], [-1.51, 3.31, -12.38], [-7.85, -0.68, 4.34], [-8.72, -1.35, 3.33], [-8.43, -1.18, 2.14], [-9.65, -2.03, 3.77], [-7.07, -0.12, 3.81], [-8.48, -0.01, 4.92], [-7.41, -1.46, 4.97], [1.45, -4.41, -6.07], [0.99, -5.45, -5.11], [1.53, -5.48, -4.00], [0.09, -6.20, -5.51], [2.24, -3.82, -5.59], [1.84, -4.92, -6.95], [0.59, -3.78, -6.31], [3.13, 1.66, 9.62], [2.94, 0.29, 10.17], [2.53, 0.20, 11.33], [3.21, -0.65, 9.41], [2.86, 2.39, 10.39], [4.18, 1.77, 9.35], [2.48, 1.76, 8.75]], "lowdin_charge": [0.07, -0.06, -0.11, -0.34, -0.05, -0.18, -0.02, 0.00, -0.14, -0.66, -0.18, 0.65, -0.08, -0.23, -0.03, -0.08, -0.35, -0.11, -0.11, 0.06, 0.15, 0.12, 0.13, 0.12, 0.13, 0.14, 0.11, 0.10, 0.09, 0.08, 0.11, 0.14, 0.14, 0.10, 0.09, 0.06, 0.08, 0.08, 0.08, 0.02, -0.42, 0.03, 0.05, 0.04, 0.11, 0.11, 0.03, -0.41, 0.07, 0.03, 0.09, 0.09, 0.10, 0.04, -0.40, 0.05, 0.03, 0.10, 0.11, 0.09, 0.04, -0.42, 0.06, 0.04, 0.10, 0.10, 0.08, 0.02, -0.41, -0.01, 0.05, 0.04, 0.10, 0.10, 0.05, -0.41, 0.03, 0.05, 0.10, 0.09, 0.11, 0.03, -0.41, 0.07, 0.03, 0.09, 0.09, 0.11, 0.04, -0.42, 0.04, 0.06, 0.05, 0.11, 0.11, 0.02, -0.42, 0.04, 0.05, 0.06, 0.11, 0.10, 0.04, -0.42, 0.05, 0.05, 0.07, 0.10, 0.10, 0.04, -0.42, 0.04, 0.05, 0.07, 0.10, 0.10, 0.05, -0.39, 0.03, 0.06, 0.10, 0.10, 0.10, 0.04, -0.40, 0.07, 0.01, 0.10, 0.11, 0.06], "multiplicity": 1, "lumo_energy_ev": -0.80, "e_tot_ha": -6622.131703, "e_homo_ha": -0.3587, "homo_lumo_gap_ha": 0.32939}

---

{"formula": "C6H12NO", "method": "wB97M-V/def2-TZVPD", "species": ["O", "C", "C", "N", "H", "H", "H", "H", "H", "H", "C", "C", "C", "C", "H", "H", "H", "H", "H", "H"], "xyz": [[-3.58, -0.18, -0.40], [-2.58, 0.09, 0.20], [-1.29, 0.14, -0.58], [-1.56, -0.42, -1.95], [-2.54, 0.10, 1.29], [-0.77, 1.09, -0.67], [-0.52, -0.48, -0.12], [-0.86, -0.15, -2.65], [-1.60, -1.43, -1.89], [-2.49, -0.12, -2.25], [0.57, 0.94, 2.05], [1.52, 0.75, 1.13], [1.95, -0.54, 0.59], [3.03, -0.66, -0.19], [-0.09, 0.17, 2.42], [0.48, 1.91, 2.53], [2.11, 1.61, 0.82], [1.33, -1.41, 0.79], [3.27, -1.61, -0.64], [3.60, 0.21, -0.49]], "lowdin_charge": [0.09, -0.18, -0.10, 0.21, 0.14, 0.14, 0.10, 0.18, 0.18, 0.16, 0.00, -0.22, -0.22, 0.04, 0.06, 0.07, 0.11, 0.10, 0.06, 0.07], "multiplicity": 1, "relative_energy_ev": 1.596, "lumo_energy_ev": -3.83, "total_charge": 1, "e_tot_ha": -365.490702, "e_homo_ha": -0.4566, "homo_lumo_gap_ha": 0.31574}